42
Properties=species:S:1:pos:R:3:lowdin_spin:R:1 method="wB97M-V/def2-TZVPD" e_tot_ev=-61055.2407 charge=+1 spin_multiplicity=4 homo_energy_ev="-9.86 / -11.54" largest_force_ev_per_a=1.5
C -0.365 0.652 -3.350 0.5795
C 0.193 2.017 -3.342 0.0855
C 0.422 -0.384 -4.055 0.0810
C -1.832 0.532 -3.407 0.0852
H 0.354 -0.223 -5.145 0.0313
H 0.049 -1.398 -3.869 0.0052
H 1.487 -0.341 -3.800 0.0057
H 0.140 2.439 -4.361 0.0337
H 1.248 2.035 -3.046 0.0071
H -0.378 2.688 -2.689 0.0044
H -2.185 0.705 -4.438 0.0331
H -2.325 1.277 -2.773 0.0039
H -2.178 -0.469 -3.124 0.0077
C 2.048 -0.118 1.719 -0.0340
C 2.047 -0.909 0.524 -0.0292
C 1.669 -0.041 -0.572 -0.0258
H 2.368 -1.942 0.436 0.0002
C 1.429 1.271 -0.028 -0.0166
C 1.715 1.226 1.368 0.0259
H 1.740 2.095 2.023 0.0023
H 2.380 -0.445 2.703 -0.0007
H 1.694 -0.262 -1.633 0.0028
H 1.198 2.156 -0.617 0.0019
C -2.010 -0.952 1.131 0.0206
C -1.082 -1.979 1.478 -0.0284
C -0.292 -2.284 0.319 -0.0333
H -1.084 -2.539 2.414 -0.0004
C -0.749 -1.440 -0.759 -0.0238
C -1.786 -0.578 -0.234 -0.0103
H -2.368 0.134 -0.818 0.0029
H -2.811 -0.553 1.753 0.0016
H 0.436 -3.090 0.234 -0.0001
H -0.476 -1.505 -1.810 0.0045
Mn 0.090 -0.263 0.712 2.0714
N 0.346 -0.752 4.323 -0.0001
C -0.220 0.466 4.229 0.0115
N -0.281 1.202 5.349 0.0059
S -0.827 1.154 2.781 0.0851
H 0.621 -1.094 5.239 0.0002
H 0.271 -1.433 3.571 0.0000
H -0.731 2.109 5.323 0.0015
H 0.037 0.834 6.240 0.0011